The following is a quantum chemistry calculation of a structure of composition C40H44N6O5PmS2Si at a distorted geometry, from OMol25.

```
99
Properties=species:S:1:pos:R:3:mulliken_charge:R:1
C 2.73430 3.06439 0.71885 -0.433
H -1.66009 -2.98791 3.24191 0.633
H -4.00761 -3.08643 0.13921 0.521
C 1.27933 1.68745 2.10710 0.785
C -0.84928 3.40295 3.87163 -0.010
H -3.85058 2.09556 -0.14032 0.321
H 1.45430 0.34204 -0.12412 -0.544
C -1.32148 0.62704 0.90829 0.180
H 1.72901 -4.18033 2.12933 0.367
C 2.96026 0.03926 -2.66381 -0.524
H -3.42783 4.47437 0.35130 0.295
H 0.12552 3.69813 3.49542 0.310
C -2.42968 3.00441 -3.08093 -0.699
H 0.46756 -0.68079 4.16575 0.286
C 0.63598 -1.60290 -4.67426 -0.574
C -2.53560 4.87742 -1.56160 0.938
H 1.72029 -2.60670 -0.96367 0.027
C 2.34650 1.54745 3.00283 -0.222
C -1.91056 -3.80677 0.01623 -0.348
C -2.18545 4.33410 -2.80195 -0.697
Si -0.42525 0.92749 2.42639 -1.134
C 1.37012 -2.03853 2.12563 0.596
S -3.17175 0.47791 -2.39268 1.451
S 5.24255 -2.85036 -4.37712 1.343
C -3.02254 -3.12284 -1.85939 -0.623
H -0.21562 -2.98066 5.17872 0.291
H 2.01466 -2.58541 4.71447 0.277
N -0.06097 -1.89674 2.48393 0.656
H 3.40824 -3.77256 -2.35815 0.454
H -4.27068 2.41346 5.21805 0.380
H 2.21578 0.96154 3.90695 0.380
C -3.40558 2.73236 -0.89084 -0.210
H -1.22591 1.47579 0.21271 -0.385
H -3.39218 4.67638 5.68328 0.395
C 2.18163 -0.66508 -1.75604 0.451
C -3.29614 2.70242 4.84063 -0.804
C -0.65814 -0.15937 -6.00369 -0.294
H 0.69443 2.61972 0.25662 0.469
H -2.95527 0.81500 3.87909 0.290
C -3.12882 -3.28054 -0.45778 -1.075
H -2.24382 6.46518 -0.31489 0.226
C -1.59224 4.31834 4.62289 -0.900
C 3.58075 2.13771 2.76481 -0.669
H 4.39118 2.00225 3.47066 0.401
H -1.36826 -3.61334 -3.25595 0.549
C 1.50124 2.47060 0.96734 -0.575
C -0.59368 -3.13242 3.05646 -0.881
C -3.16129 4.06717 -0.61680 -0.598
H -0.08908 -4.47332 -1.07895 0.639
C -2.81266 3.96823 5.10470 -0.450
H 4.74282 3.34472 1.42223 0.356
O 4.71076 -4.20139 -4.46242 -0.726
C -3.03553 2.20298 -2.11746 -0.204
H -1.70721 4.96281 -3.54434 0.324
H -1.57249 6.65704 -1.83903 0.212
C 1.64935 -3.45940 4.16554 -0.795
H 3.10679 -3.20553 2.57758 0.551
N 1.11948 0.00425 -1.02417 0.549
C 0.12237 -3.58262 4.33252 -0.822
C 3.88780 -0.62100 -3.45574 -0.876
N -2.29516 6.22187 -1.29018 -0.590
H 2.15456 -4.32600 4.59455 0.485
H 1.90995 -1.17301 2.51116 0.126
N -0.06813 -1.24284 -3.61071 0.296
C -0.28470 -0.72761 3.35695 -0.982
H -3.79814 -2.75713 -2.51546 0.527
C -2.54786 1.79908 4.08916 -0.600
C 4.05205 -1.99701 -3.34257 0.110
H 4.47310 -0.08812 -4.19361 0.424
H 1.50770 -2.02116 1.05285 -1.145
N -1.67932 -0.04211 -2.59965 0.262
H 2.88127 3.65385 -0.17822 0.455
C -1.04649 -3.97239 -1.09088 -0.713
H -2.13545 2.57577 -4.03333 0.486
N -1.37140 0.23504 -4.94570 -0.572
H -0.52292 -3.91834 2.29658 0.122
C -1.31082 2.12518 3.59403 0.841
H 0.84491 0.83039 -1.54883 0.353
H -1.24650 -0.86171 3.86588 0.809
H -1.20232 5.30763 4.83133 0.432
Pm -1.27238 -1.28601 -0.72458 0.667
C 3.29082 -2.69817 -2.41607 -1.486
O -3.49437 -0.11862 -1.08548 -0.679
H 2.81171 1.10939 -2.77381 0.392
C -1.04445 -0.34654 -3.79825 0.424
O 6.49824 -2.73779 -3.65597 -0.688
C 0.36695 -1.08354 -5.93106 -0.903
C -1.74479 -3.55969 -2.24702 -0.662
H 1.44222 -2.31159 -4.50741 0.680
O 5.19721 -2.10400 -5.62566 -0.720
C 3.77791 2.89361 1.61706 -0.626
H -0.92068 0.30231 -6.94959 0.446
H 0.94501 -1.37451 -6.79501 0.416
O -4.06984 0.21898 -3.47475 -0.776
H -0.16364 -4.61459 4.55373 0.450
C 2.02562 -3.29344 2.69753 -0.833
H -2.39421 0.58951 1.14440 0.738
H -1.73138 -4.17659 1.01724 0.769
C 2.35598 -2.03505 -1.63166 0.431
```

## Properties
**<S²>**: 6.0064
**Charge**: -1
**Energy relative to the best compared isomer or geometry (same formula, charge and spin)**: 41.8 kJ/mol
**HOMO**: -5.65 eV
**LUMO**: 1.90 eV
**F_max**: 0.029 hartree/bohr
**Multiplicity**: 5